Computed, not measured: a structure of composition C16H20BeK2N4O20S5Zn in a non-equilibrium geometry, with ωB97M-V with the def2-TZVPD basis set.

Values from the calculation:
* maximum force: 6.07 eV Å⁻¹
* Kohn-Sham gap: 1.74 eV

```
! wB97M-V def2-TZVPD RIJCOSX def2/J DEFGRID3
* xyz -4 1
Zn 1.4955 -0.3492 2.1830
K -3.3390 0.1184 2.1126
K -1.0296 4.3608 -1.3388
Be -0.0239 3.1089 2.5312
S 0.4888 0.8780 5.0675
O -0.8080 0.2699 5.3410
O 0.2012 2.2350 4.5088
O 1.2948 1.0963 6.2771
O 1.2947 0.0770 4.1049
S -0.1231 0.9417 0.5037
O 0.9958 0.0100 0.2669
O -1.3548 0.4066 -0.0735
O -0.0840 0.9479 1.9694
O 0.1202 2.3242 0.0497
S -2.9846 3.5032 2.0685
O -2.3670 2.4988 2.9415
O -1.8655 4.1873 1.3387
O -3.9079 2.8802 1.0888
O -3.6571 4.5671 2.8093
S -0.5753 -2.6154 3.2236
O 0.4405 -2.0212 2.3135
O -0.1193 -2.5485 4.6043
O -1.7550 -1.7214 3.2841
O -0.9313 -3.9937 2.8498
S 3.3149 2.3034 2.6441
O 3.7248 2.2711 4.0452
O 2.9010 0.9828 2.1507
O 2.0474 3.1304 2.4960
O 4.3638 2.8824 1.7830
N 0.7867 -0.4135 -2.6340
C -0.3229 -0.8881 -3.2713
C -0.0345 -0.7758 -4.6309
C 1.3418 -0.3695 -4.7856
C 1.8027 -0.2328 -3.4818
H 0.8121 -0.1962 -1.6380
H -1.2192 -1.1808 -2.7540
H -0.6206 -1.0637 -5.4922
H 1.9123 -0.1654 -5.6766
H 2.7955 0.0403 -3.1591
N 2.6997 2.6872 -1.6255
C 2.9203 3.6920 -2.5103
C 4.2753 3.7229 -2.8078
C 4.8763 2.6536 -2.0881
C 3.8705 2.0371 -1.3665
H 1.8613 2.5608 -1.0704
H 2.1062 4.3656 -2.7292
H 4.7974 4.4042 -3.4626
H 5.9066 2.3417 -2.0353
H 3.9251 1.2612 -0.6185
N -3.4301 -0.9847 -0.8489
C -4.4699 -0.0646 -0.8185
C -5.6208 -0.7911 -0.6664
C -5.3568 -2.1671 -0.6271
C -3.9972 -2.2150 -0.8506
H -2.4659 -0.6635 -0.7344
H -4.2387 0.9879 -0.8613
H -6.6150 -0.3714 -0.5743
H -6.0616 -2.9624 -0.4572
H -3.3683 -3.0943 -0.8276
N 0.1785 -4.3907 0.3287
C 0.7674 -3.4572 -0.4661
C 0.8118 -3.9245 -1.7846
C 0.1074 -5.1627 -1.7604
C -0.1252 -5.4843 -0.4521
H -0.1491 -4.3570 1.3113
H 1.0740 -2.5321 -0.0043
H 1.1248 -3.4123 -2.6804
H 0.0676 -5.8183 -2.6210
H -0.4836 -6.3474 0.0883
*
```

Mulliken atomic charge list, values in e, 5 entries:
1 Zn 0.238
2 K 0.970
3 K 0.926
4 Be 0.907
5 S 1.062

---

Computed, not measured: a structure of composition C16H20BrN2OY, with ωB97M-V with the def2-TZVPD basis set.

Values from the calculation:
* energy relative to the best compared isomer or geometry (same formula, charge and spin): 0.00 kcal per mole
* maximum force: 0.43 eV Å⁻¹
* Kohn-Sham gap: 7.26 eV

```
! wB97M-V def2-TZVPD RIJCOSX def2/J DEFGRID3
* xyz 2 1
Y 0.8585 -1.3865 -0.1241
C -1.3686 -5.9137 3.1481
C -1.6123 -4.7355 2.2561
C -2.9016 -4.3390 1.8977
C -3.1087 -3.2404 1.0792
C -1.9889 -2.5710 0.6422
Br -2.1310 -1.0466 -0.5044
N -0.7437 -2.9118 0.9517
C -0.5661 -3.9826 1.7495
H -1.9889 -6.7577 2.8499
H -1.6239 -5.6653 4.1792
H -0.3271 -6.2276 3.1227
H -3.7550 -4.8995 2.2593
H -4.0992 -2.9232 0.7873
H 0.4588 -4.2502 1.9783
C 1.0608 -1.5542 -2.4425
C 1.8602 -0.3631 -2.1852
C 1.3725 0.9477 -2.3556
C 2.0646 2.0386 -1.8565
C 3.2385 1.8790 -1.1213
C 3.7245 0.6026 -0.8958
C 3.0369 -0.5056 -1.3990
H 1.6878 -2.4052 -2.7220
H 0.2205 -1.4378 -3.1192
H 0.4717 1.0984 -2.9384
H 1.6919 3.0356 -2.0556
H 3.7833 2.7439 -0.7685
H 4.6560 0.4586 -0.3632
H 3.4978 -1.4947 -1.3294
C 0.9561 3.5632 2.8275
N 0.3846 2.4041 2.1407
C -1.0733 2.3197 2.1046
C 1.1491 1.4965 1.6095
O 0.7213 0.4568 1.0217
H 0.6518 3.5534 3.8729
H 0.5930 4.4758 2.3587
H 2.0411 3.5337 2.7688
H -1.4717 3.2775 1.7760
H -1.4535 2.1041 3.1028
H -1.3799 1.5388 1.4171
H 2.2229 1.6730 1.6768
*
```

Mulliken atomic charge list, values in e, 5 entries:
1 Y 1.335
2 C -1.409
3 C 0.424
4 C -0.228
5 C -0.758

---

Computed, not measured: a structure of composition C16H20Cl2I2N5O3Sn, with ωB97M-V with the def2-TZVPD basis set.

Values from the calculation:
* energy relative to the best compared isomer or geometry (same formula, charge and spin): 3.05 kcal per mole
* maximum force: 0.73 eV Å⁻¹
* Kohn-Sham gap: 7.71 eV

```
! wB97M-V def2-TZVPD RIJCOSX def2/J DEFGRID3
* xyz 1 1
Sn 0.7962 0.1627 0.1733
Cl 2.5887 -4.6334 -0.0688
C 2.0771 -3.6759 -1.4243
C 2.3131 -4.2209 -2.7012
C 1.9677 -3.5373 -3.8247
Cl 2.2868 -4.2226 -5.3814
C 1.3637 -2.2603 -3.7175
C 0.9815 -1.4689 -4.8221
C 0.4146 -0.2424 -4.6197
C 0.2250 0.2010 -3.3018
N 0.5641 -0.5120 -2.2533
C 1.1325 -1.7329 -2.4283
C 1.4958 -2.4386 -1.2279
O 1.2640 -1.9133 -0.0360
H 2.7872 -5.1894 -2.7777
H 1.1527 -1.8441 -5.8217
H 0.1197 0.3849 -5.4486
H -0.2183 1.1722 -3.1063
N -1.3727 -0.8973 0.1854
C -2.5179 -0.3324 0.9127
C -3.7875 -1.1978 0.9259
C -3.5912 -2.7046 1.1049
C -3.1703 -3.1383 2.5114
N -1.7548 -2.9203 2.8147
C -0.7593 -3.7188 2.4354
N 0.4623 -3.5103 2.9063
N -0.9764 -4.7126 1.5654
C -2.8483 1.0458 0.3587
O -3.9493 1.4715 0.1811
O -1.7128 1.7547 0.1440
H -1.6186 -1.1358 -0.7720
H -1.0614 -1.7524 0.6370
H -2.1681 -0.1362 1.9309
H -4.3374 -1.0187 0.0006
H -4.4340 -0.8291 1.7251
H -2.8946 -3.0964 0.3589
H -4.5515 -3.1821 0.9005
H -3.4204 -4.1870 2.6924
H -3.7319 -2.5616 3.2450
H -1.5097 -2.1972 3.4780
H 0.6540 -2.6263 3.3650
H 1.2466 -3.9253 2.4272
H -1.9089 -5.0124 1.3443
H -0.2168 -5.3220 1.3076
I -1.8462 4.3045 1.6080
C -1.8690 3.1328 -0.1692
H -2.8103 3.3125 -0.6742
H -1.0129 3.4262 -0.7636
I 0.5639 -0.0112 3.0043
*
```

Mulliken atomic charge list, values in e, 5 entries:
1 Sn 0.528
2 Cl -0.250
3 C 0.706
4 C -0.698
5 C 0.596

---

Computed, not measured: an isolated molecule of C16H20F3NO4 in a non-equilibrium geometry, with ωB97M-V with the def2-TZVPD basis set.

Values from the calculation:
* maximum force: 2.64 eV Å⁻¹
* Kohn-Sham gap: 8.43 eV
* SMILES: CCOCCO[C@H]1CCN(c2ccc(C(F)(F)F)cc2C(=O)O)C1

```
! wB97M-V def2-TZVPD RIJCOSX def2/J DEFGRID3
* xyz 0 1
C -4.8787 1.4493 0.7175
C -3.3818 1.4252 1.0485
O -2.6663 1.7172 -0.1516
C -2.2140 3.0887 -0.1950
C -1.6549 3.3591 -1.5960
O -0.2718 2.9624 -1.8199
C 0.0204 1.5505 -1.8587
C 1.1989 1.1507 -2.7721
C 1.7499 -0.1134 -2.2124
N 1.4856 0.0058 -0.7920
C 1.8667 -0.9930 0.0806
C 3.1443 -0.8761 0.5765
C 3.6958 -1.7762 1.4677
C 2.9226 -2.8721 1.8881
C 3.4597 -3.9355 2.8290
F 2.5903 -4.1845 3.8668
F 4.6560 -3.5781 3.3695
F 3.6316 -5.0597 2.1102
C 1.5907 -2.9643 1.4442
C 1.0794 -2.0730 0.4588
C -0.2871 -2.2814 -0.0247
O -0.5999 -2.0019 -1.1615
O -1.0880 -2.9600 0.8498
C 0.4755 1.0179 -0.4702
H -5.2113 2.4698 0.4961
H -5.0868 0.7996 -0.1294
H -5.4811 1.0544 1.5790
H -3.1157 2.1302 1.8357
H -3.1653 0.4201 1.4295
H -3.1107 3.7324 -0.0005
H -1.4308 3.2776 0.5499
H -1.7056 4.4411 -1.7660
H -2.3639 2.9559 -2.3215
H -0.8684 1.0400 -2.2153
H 0.8722 0.9747 -3.8197
H 1.9159 1.9353 -2.7010
H 2.8214 -0.1741 -2.4542
H 1.2395 -0.9624 -2.6485
H 3.7928 -0.0606 0.3464
H 4.6863 -1.6385 1.8383
H 0.9721 -3.7757 1.7867
H -1.8428 -3.1977 0.3108
H -0.3544 0.6909 0.1528
H 0.9115 1.8294 0.0778
*
```

Mulliken atomic charge list, values in e, 5 entries:
1 C -1.112
2 C -0.413
3 O -0.223
4 C -0.383
5 C -0.773

---

Sequential total energy output: -199473.7711, -93017.1481, -77585.8474, -34748.4768 eV
Sequential HOMO output: 3.4, -14.1, -10.6, -8.2 eV
Sequential LUMO energy output: 5.15, -6.83, -2.88, 0.22 eV